No. 1
9 unconnected molecules or ions with the total composition C33H52BBr2O27S5, computed with ωB97M-V/def2-TZVPD.

Values from the calculation:
energy relative to the best compared isomer or geometry (same formula, charge and spin)	185.8	kcal/mol
calculated total energy	-285281.5000	eV
HOMO level	-7.7	eV
LUMO level	-0.607	eV
Kohn-Sham gap	7.14	eV
M	1211.71	Da
net charge	-1

Element x y z (Å)
1 O -3.0468 -13.8154 23.2814
2 C -2.4729 -12.6943 23.1719
3 O -1.2141 -12.3838 22.6496
4 B -0.9068 -11.0090 22.8807
5 O -1.9045 -10.5788 23.8385
6 C -2.8642 -11.5122 23.9633
7 O -3.8743 -11.3834 24.6897
8 O -0.6912 -10.2938 21.5417
9 C 0.6109 -9.9872 21.2967
10 O 1.1335 -9.5833 20.2830
11 C 1.3402 -10.3563 22.6020
12 O 0.4625 -10.9216 23.4222
13 O 2.4910 -10.2101 22.8295
14 Br 6.6446 -3.9589 22.9338
15 C 6.1193 -5.8904 23.1789
16 C 6.5855 -6.4794 24.4639
17 Br 5.4691 -5.7147 25.9634
18 H 6.4881 -6.4722 22.3341
19 H 5.0485 -6.0682 23.0802
20 H 7.6367 -6.2073 24.5593
21 H 6.5345 -7.5681 24.4749
22 O 3.6355 -16.2548 29.3306
23 S 3.3663 -15.9366 27.9618
24 O 2.1212 -15.3364 27.4925
25 O 4.6093 -15.0115 27.4360
26 C 4.5215 -14.3924 26.1693
27 C 5.3865 -13.1937 26.1940
28 C 3.8416 -17.5232 26.9791
29 H 3.5670 -13.9005 25.9816
30 H 4.8367 -15.1103 25.4120
31 H 6.4340 -13.3295 26.4633
32 H 5.0018 -12.4810 26.9235
33 H 5.4967 -12.7854 25.1894
34 H 3.1543 -18.3461 27.1754
35 H 4.8380 -17.9409 27.1233
36 H 3.8342 -17.2457 25.9250
37 O 1.5838 -7.7818 28.7167
38 S 0.1204 -7.5603 28.6547
39 O -0.6231 -7.1077 29.8226
40 O -0.1905 -6.5873 27.3931
41 C 0.4155 -6.8854 26.1717
42 C 0.6902 -5.5355 25.4400
43 C -0.4642 -9.1837 28.0987
44 H -0.0209 -7.6424 25.5201
45 H 1.4263 -7.2424 26.3685
46 H 1.2760 -5.8557 24.5783
47 H 1.3399 -4.7780 25.8784
48 H -0.3045 -5.1242 25.2685
49 H 0.1574 -9.5247 27.2707
50 H -1.5148 -9.1880 27.8086
51 H -0.2871 -9.8755 28.9222
52 O 8.8608 -9.4717 13.6666
53 S 9.2428 -10.7448 14.3764
54 O 10.6114 -11.1309 14.7358
55 O 8.1251 -11.1826 15.5658
56 C 6.8050 -10.7387 15.3408
57 C 6.4791 -9.4745 16.1689
58 C 8.7497 -12.1615 13.2190
59 H 6.1280 -11.4701 15.7821
60 H 6.6886 -10.7064 14.2575
61 H 5.4098 -9.4507 16.3790
62 H 6.7898 -8.5494 15.6834
63 H 6.9343 -9.5681 17.1549
64 H 7.6921 -12.2597 12.9742
65 H 9.0481 -13.0413 13.7892
66 H 9.2605 -11.9071 12.2904
67 O -5.2965 -13.7121 16.4009
68 S -4.6732 -13.5308 17.7118
69 O -3.6519 -14.4393 18.2660
70 O -4.0811 -11.9531 17.8346
71 C -2.8360 -11.7926 17.2657
72 C -2.7148 -10.3027 16.9794
73 C -5.9063 -13.5548 19.0576
74 H -2.8711 -12.2404 16.2725
75 H -2.1014 -12.0948 18.0121
76 H -2.3877 -9.7044 17.8298
77 H -3.6013 -9.9195 16.4742
78 H -1.9409 -10.0825 16.2441
79 H -6.1666 -14.6122 19.1054
80 H -6.6581 -12.8477 18.7071
81 H -5.5051 -13.2943 20.0370
82 O -1.7852 -19.0832 27.8975
83 S -3.0085 -18.4062 28.4343
84 O -4.3560 -18.6618 27.9214
85 O -3.0427 -18.3284 30.1356
86 C -1.8464 -18.4379 30.8347
87 C -1.8299 -19.6881 31.6834
88 C -2.7872 -16.4549 28.2183
89 H -1.6962 -17.4659 31.3046
90 H -1.0104 -18.5248 30.1407
91 H -2.3575 -19.4464 32.6061
92 H -0.8686 -20.0843 32.0106
93 H -2.4694 -20.4294 31.2041
94 H -2.4612 -16.0256 29.1658
95 H -3.7642 -16.1657 27.8311
96 H -1.9786 -16.4468 27.4874
97 C -6.7841 -5.9749 24.9644
98 C -7.7253 -6.7074 25.6249
99 C -9.0311 -6.2618 26.1317
100 O -9.9281 -6.8989 26.7513
101 C -9.1759 -4.7774 25.9264
102 C -8.2056 -4.0107 25.3761
103 C -6.9632 -4.5514 24.7101
104 O -6.2344 -3.8249 24.1040
105 H -5.8825 -6.4628 24.6245
106 H -7.5547 -7.7652 25.7604
107 H -10.0120 -4.3123 26.4274
108 H -8.4047 -2.9523 25.2955
109 C -3.9202 -3.7069 18.4900
110 C -4.4872 -4.9668 18.4785
111 C -4.1803 -5.9684 19.5329
112 O -4.8115 -7.0001 19.6570
113 C -3.1040 -5.4355 20.5312
114 C -2.6425 -4.1554 20.5026
115 C -2.8638 -3.1474 19.4777
116 O -2.2974 -2.1321 19.3463
117 H -4.1489 -3.1111 17.6188
118 H -5.1827 -5.2207 17.6923
119 H -2.6907 -6.1373 21.2405
120 H -1.8953 -3.9542 21.2560

Löwdin atomic charge list, values in e, 99 entries: O 0.102; C -0.266; O 0.222; B -0.910; O 0.227; C -0.347; O 0.101; O 0.171; C -0.362; O 0.124; C -0.420; O 0.208; O 0.147; Br 0.539; C -0.680; C -0.640; Br 0.543; H 0.062; H 0.056; H 0.052; H 0.068; O -0.290; S 0.665; O -0.292; O -0.265; C -0.310; C -0.087; C -0.089; H 0.125; H 0.122; H 0.078; H 0.092; H 0.089; H 0.057; H 0.060; H 0.045; O -0.327; S 0.668; O -0.292; O -0.250; C -0.299; C -0.051; C -0.114; H 0.125; H 0.105; H 0.074; H 0.076; H 0.073; H 0.067; H 0.075; H 0.071; O -0.329; S 0.747; O -0.303; O -0.283; C -0.298; C -0.058; C -0.103; H 0.122; H 0.099; H 0.076; H 0.073; H 0.082; H 0.054; H 0.061; H 0.060; O -0.302; S 0.699; O -0.319; O -0.269; C -0.320; C -0.068; C -0.105; H 0.119; H 0.130; H 0.078; H 0.081; H 0.072; H 0.069; H 0.064; H 0.073; O -0.336; S 0.761; O -0.316; O -0.289; C -0.340; C -0.061; C -0.037; H 0.124; H 0.104; H 0.071; H 0.080; H 0.084; H 0.050; H 0.054; H 0.051; C 0.036; C 0.025; C -0.339

---

No. 2
A molecular structure, C33H52BGeN8ReSSe2, computed with ωB97M-V/def2-TZVPD.

Values from the calculation:
energy relative to the best compared isomer or geometry (same formula, charge and spin)	9.7	kcal/mol
calculated total energy	-247812.6205	eV
multiplicity	4
HOMO level (alpha / beta)	-16.2 / -16.2	eV
LUMO level (alpha / beta)	-10.331 / -10.349	eV
Kohn-Sham gap (alpha / beta)	5.87 / 5.86	eV
M	1020.45	Da
net charge	+3

Element x y z (Å)
1 Re 1.3656 -0.0290 0.9794
2 B 1.5146 0.8138 4.2304
3 N 0.0861 0.8120 3.5725
4 C -1.0664 0.8775 4.2118
5 C -2.1149 0.5925 3.3236
6 C -1.4991 0.3409 2.1304
7 N -0.1426 0.4789 2.2691
8 N 2.4873 1.5893 3.2871
9 C 3.4278 2.4546 3.6324
10 C 4.2877 2.6681 2.5473
11 C 3.8000 1.8608 1.5539
12 N 2.6995 1.1921 2.0047
13 H 1.8929 -0.3281 4.3291
14 H 1.4398 1.4124 5.2577
15 H -1.0853 1.1119 5.2646
16 H -3.1681 0.5665 3.5437
17 H -1.9229 0.0903 1.1718
18 H 3.4481 2.8569 4.6329
19 H 5.1473 3.3144 2.5116
20 H 4.1595 1.7134 0.5479
21 Se 1.1234 1.9277 -0.5347
22 C 0.4513 1.0851 -2.0363
23 N 0.1392 0.5305 -2.9950
24 C 0.3992 6.0737 2.5484
25 C 0.5576 7.0033 1.3516
26 C -0.3014 6.6504 0.1430
27 C -0.0359 5.2445 -0.4391
28 Ge -0.8955 3.7240 0.3917
29 C -2.3933 2.9096 -0.5105
30 C -3.5799 3.8840 -0.6416
31 C -4.2783 4.1584 0.6834
32 C -3.3303 4.7220 1.7320
33 H 0.8831 6.4912 3.4305
34 H 0.8586 5.0949 2.3743
35 H -0.6529 5.9179 2.8076
36 H 1.6072 7.0290 1.0457
37 H 0.3068 8.0224 1.6483
38 H -0.0880 7.3603 -0.6577
39 H -1.3596 6.7834 0.3742
40 H 1.0407 5.0513 -0.4425
41 H -0.3800 5.1945 -1.4761
42 H -0.5109 3.2435 1.7857
43 H -2.6786 1.9985 0.0187
44 H -2.0378 2.6293 -1.5063
45 H -4.2849 3.4681 -1.3620
46 H -3.2308 4.8280 -1.0744
47 H -4.7417 3.2428 1.0596
48 H -5.0905 4.8633 0.5058
49 H -2.6768 3.9501 2.1635
50 H -3.8524 5.1482 2.5890
51 H -2.7230 5.5392 1.3224
52 C -3.7228 -2.7178 -0.0719
53 C -3.3820 -3.5752 -1.2862
54 C -3.0504 -2.7707 -2.5385
55 C -1.8606 -1.8233 -2.4212
56 N -0.5727 -2.5459 -2.3511
57 C 0.2609 -2.6929 -1.3192
58 Se -0.0635 -1.9828 0.4133
59 N 1.2717 -3.5081 -1.6458
60 C 2.3083 -4.0673 -0.7644
61 C 2.1594 -5.5589 -0.4810
62 C 1.0564 -5.9464 0.5020
63 C -0.3633 -5.8330 -0.0422
64 C 1.1057 -3.8858 -2.9774
65 C 1.8960 -4.6764 -3.8118
66 C 1.4572 -4.8164 -5.1097
67 C 0.2834 -4.1876 -5.5679
68 C -0.4912 -3.4026 -4.7439
69 C -0.0542 -3.2715 -3.4253
70 H -4.1337 -3.3281 0.7315
71 H -4.4742 -1.9660 -0.3247
72 H -2.8495 -2.2016 0.3360
73 H -4.2441 -4.2014 -1.5201
74 H -2.5695 -4.2707 -1.0572
75 H -3.9121 -2.1578 -2.8160
76 H -2.8798 -3.4470 -3.3774
77 H -1.9299 -1.1939 -1.5346
78 H -1.7914 -1.1698 -3.2879
79 H 2.2717 -3.5017 0.1665
80 H 3.2639 -3.8637 -1.2504
81 H 3.1248 -5.8786 -0.0813
82 H 2.0261 -6.1020 -1.4197
83 H 1.1608 -5.3570 1.4196
84 H 1.2320 -6.9821 0.7950
85 H -0.6739 -4.7991 -0.2057
86 H -1.0791 -6.2651 0.6562
87 H -0.4658 -6.3670 -0.9897
88 H 2.8007 -5.1576 -3.4678
89 H 2.0309 -5.4205 -5.7991
90 H -0.0146 -4.3265 -6.5979
91 H -1.3813 -2.9122 -5.1104
92 S 4.8463 -1.3492 -1.7698
93 C 5.1348 -1.7667 -0.1396
94 C 4.0907 -1.3941 0.6347
95 N 3.0693 -0.7766 -0.0689
96 C 3.3542 -0.7008 -1.3608
97 H 6.0483 -2.2514 0.1681
98 H 4.0152 -1.5225 1.7050
99 H 2.6892 -0.2643 -2.0927

Atomic charges from the Löwdin analysis, expressed in e, are listed below: Re 1.155; B -0.357; N -0.060; C -0.004; C 0.011; C -0.183; N -0.225; N -0.064; C -0.003; C 0.011; C -0.138; N -0.193; H 0.083; H 0.091; H 0.153; H 0.126; H 0.078; H 0.152; H 0.126; H 0.111; Se 0.788; C -0.649; N 0.149; C -0.113; C -0.247; C -0.255; C -0.315; Ge 0.948; C -0.318; C -0.252; C -0.238; C -0.115; H 0.086; H 0.035; H 0.070; H 0.117; H 0.122; H 0.124; H 0.095; H 0.065; H 0.084; H -0.023; H 0.060; H 0.069; H 0.124; H 0.116; H 0.118; H 0.125; H 0.038; H 0.104; H 0.058; C -0.100; C -0.231; C -0.166; C -0.142; N 0.017; C -0.562; Se 0.852; N 0.007; C -0.140; C -0.165; C -0.229; C -0.092; C -0.134; C 0.016; C -0.028; C -0.027; C 0.023; C -0.127; H 0.086; H 0.086; H -0.006; H 0.124; H 0.086; H 0.132; H 0.111; H 0.083; H 0.112; H 0.079; H 0.111; H 0.129; H 0.115; H 0.110; H 0.121; H 0.011; H 0.090; H 0.093; H 0.123; H 0.126; H 0.126; H 0.126; S 1.168; C -0.316; C -0.224; N -0.252; C -0.463; H 0.103; H 0.131; H 0.067

---

No. 3
A molecular structure, C33H52BaN3O3P2, computed with ωB97M-V/def2-TZVPD.

Values from the calculation:
energy relative to the best compared isomer or geometry (same formula, charge and spin)	366.7	kcal/mol
calculated total energy	-64929.3957	eV
HOMO level (alpha / beta)	-8.5 / -8.6	eV
LUMO level (alpha / beta)	-3.035 / -2.986	eV
Kohn-Sham gap (alpha / beta)	5.42 / 5.62	eV
M	738.07	Da
net charge	+1

Element x y z (Å)
1 C 2.1800 -1.9792 -0.9312
2 C 1.7750 0.1253 -1.9459
3 C 3.0128 -2.3531 -1.9920
4 C 2.5862 -0.2173 -3.0410
5 C 3.2284 -1.4567 -3.0512
6 H 3.4691 -3.3468 -1.9945
7 H 2.7007 0.4879 -3.8687
8 H 3.8754 -1.7379 -3.8882
9 N 1.6149 -0.7377 -0.8982
10 P 0.0542 -2.5345 0.7832
11 P 0.8408 2.0652 -0.1398
12 C 1.8007 -2.9264 0.1793
13 H 1.9543 -3.9731 -0.1346
14 H 2.4338 -2.7395 1.0680
15 C 0.9055 1.3434 -1.9005
16 H 1.1835 2.0638 -2.6837
17 C -0.4658 3.4835 -0.2581
18 C 2.5784 2.8110 0.1632
19 C -1.1225 -3.3442 -0.4933
20 C -0.0561 -3.4830 2.4433
21 C -1.7634 3.0502 0.4608
22 H -1.6523 3.1160 1.5537
23 H -2.5672 3.7451 0.1527
24 H -2.0696 2.0247 0.2143
25 C 0.0415 4.7379 0.4843
26 H 0.1687 4.5443 1.5628
27 H 0.9860 5.1315 0.0782
28 H -0.7213 5.5308 0.3765
29 C -0.7883 3.8288 -1.7263
30 H -1.1832 4.8611 -1.7706
31 H 0.0973 3.7820 -2.3803
32 H -1.5644 3.1631 -2.1370
33 C 2.6319 3.4128 1.5863
34 H 1.8057 3.0332 2.2071
35 H 3.5814 3.1030 2.0616
36 H 2.6001 4.5109 1.5892
37 C 3.6110 1.6615 0.1132
38 H 3.2367 0.7481 0.5989
39 H 3.9111 1.4182 -0.9177
40 H 4.5157 1.9899 0.6574
41 C 2.9825 3.8558 -0.8951
42 H 2.2021 3.9742 -1.6673
43 H 3.1943 4.8453 -0.4608
44 H 3.9032 3.5130 -1.4034
45 C -1.4509 -3.2450 3.0584
46 H -1.3511 -3.2020 4.1589
47 H -1.8767 -2.2851 2.7202
48 H -2.1626 -4.0513 2.8200
49 C 0.9886 -2.8938 3.4110
50 H 1.9954 -2.8411 2.9661
51 H 0.7069 -1.8832 3.7422
52 H 1.0477 -3.5517 4.2985
53 C 0.2332 -4.9918 2.2956
54 H 0.8873 -5.3088 3.1293
55 H -0.6722 -5.6133 2.3275
56 H 0.7734 -5.2089 1.3582
57 C -0.9113 -2.6204 -1.8412
58 H -0.7761 -3.3278 -2.6770
59 H -1.8125 -2.0165 -2.0558
60 H -0.0523 -1.9353 -1.7964
61 C -2.5643 -3.0558 -0.0155
62 H -2.6335 -2.0164 0.3495
63 H -3.2528 -3.1769 -0.8734
64 H -2.8909 -3.7452 0.7784
65 C -0.9121 -4.8508 -0.7264
66 H 0.1125 -5.0785 -1.0700
67 H -1.1269 -5.4561 0.1685
68 H -1.6070 -5.1809 -1.5215
69 Ba 0.2536 -0.1279 0.7193
70 C 1.6393 -0.1494 2.0635
71 O 2.4155 -0.0651 2.9506
72 N -1.0145 0.1143 -1.0062
73 C -0.5498 0.7441 -2.0193
74 C -1.2856 0.8792 -3.3073
75 C -2.6993 0.8636 -3.2720
76 C -0.6506 1.0113 -4.5610
77 C -3.4472 0.9814 -4.4453
78 H -3.1772 0.7539 -2.2937
79 C -1.4022 1.1250 -5.7394
80 H 0.4417 1.0181 -4.6270
81 C -2.8024 1.1128 -5.6878
82 H -4.5417 0.9721 -4.3957
83 H -0.8890 1.2231 -6.7024
84 H -3.3889 1.2046 -6.6082
85 N -3.1241 0.6120 4.9587
86 C -1.9415 1.4713 5.0047
87 C -1.0699 1.2944 3.7949
88 O 0.0795 1.9228 3.7358
89 O -1.4198 0.4840 2.8213
90 H -3.7188 0.8575 4.1345
91 H -3.6818 0.7519 5.8318
92 H -2.8365 -0.3945 4.9053
93 H -2.2487 2.5373 5.0833
94 H -1.3435 1.2080 5.9046

Atomic charges from the Löwdin analysis, expressed in e, are listed below: C -0.312; C -0.291; C 0.004; C 0.002; C -0.013; H 0.124; H 0.122; H 0.123; N -0.197; P 0.859; P 0.938; C -0.218; H 0.096; H 0.087; C -0.293; H 0.109; C -0.627; C -0.640; C -0.651; C -0.649; C -0.096; H 0.070; H 0.097; H 0.053; C -0.090; H 0.081; H 0.069; H 0.096; C -0.073; H 0.096; H 0.068; H 0.076; C -0.088; H 0.055; H 0.088; H 0.077; C -0.099; H 0.036; H 0.078; H 0.099; C -0.079; H 0.062; H 0.083; H 0.083; C -0.100; H 0.085; H 0.055; H 0.076; C -0.109; H 0.070; H 0.069; H 0.098; C -0.081; H 0.085; H 0.080; H 0.061; C -0.091; H 0.096; H 0.076; H 0.036; C -0.096; H 0.070; H 0.097; H 0.069; C -0.095; H 0.081; H 0.062; H 0.093; Ba 1.785; C -0.621; O 0.108; N -0.208; C -0.414; C -0.183; C -0.038; C -0.023; C -0.070; H 0.113; C -0.073; H 0.098; C -0.076; H 0.108; H 0.108; H 0.108; N 0.168; C -0.101; C -0.598; O -0.060; O -0.208; H 0.189; H 0.187; H 0.184; H 0.157; H 0.156